Record 1
Density functional theory data (the ωB97M-V functional and the def2-TZVPD basis) for a molecular structure, C61H48N7S3Se2Sr in a non-equilibrium geometry.

Last column: Löwdin charge in e.
Element x y z (Å)
Sr1 -0.045 0.042 0.022  1.198
N1 2.154 0.755 -0.501  -0.427
S1 3.475 0.708 -1.085  0.748
N2 3.776 1.671 -2.405  -0.348
S2 3.213 1.309 -3.797  0.865
N3 1.859 0.627 -4.034  -0.355
S3 0.325 1.053 -3.528  0.732
N4 -0.273 0.310 -2.437  -0.407
C1 -0.521 0.874 -5.094  -0.321
C2 0.090 0.451 -6.262  -0.069
C3 -0.679 0.293 -7.408  -0.062
C4 -2.039 0.562 -7.379  -0.064
C5 -2.643 0.981 -6.199  -0.055
C6 -1.886 1.130 -5.050  -0.076
C7 0.425 2.839 -3.360  -0.299
C8 0.773 3.320 -2.108  -0.080
C9 0.857 4.690 -1.907  -0.055
C10 0.590 5.563 -2.951  -0.065
C11 0.251 5.070 -4.204  -0.062
C12 0.168 3.703 -4.417  -0.060
C13 4.334 0.215 -4.638  -0.313
C14 3.920 -1.021 -5.100  -0.060
C15 4.859 -1.852 -5.697  -0.056
C16 6.176 -1.439 -5.825  -0.057
C17 6.574 -0.194 -5.352  -0.054
C18 5.652 0.641 -4.747  -0.062
C19 3.373 2.837 -4.689  -0.314
C20 3.098 2.795 -6.051  -0.059
C21 3.183 3.964 -6.785  -0.051
C22 3.531 5.153 -6.154  -0.056
C23 3.797 5.177 -4.794  -0.055
C24 3.722 4.010 -4.045  -0.057
C25 4.781 1.273 -0.023  -0.311
C26 5.935 1.902 -0.469  -0.085
C27 6.885 2.291 0.462  -0.067
C28 6.672 2.050 1.814  -0.062
C29 5.510 1.428 2.246  -0.049
C30 4.548 1.036 1.326  -0.041
C31 4.018 -0.915 -1.618  -0.296
C32 3.017 -1.852 -1.818  -0.067
C33 3.358 -3.130 -2.236  -0.048
C34 4.689 -3.454 -2.452  -0.063
C35 5.685 -2.504 -2.254  -0.063
C36 5.354 -1.226 -1.831  -0.057
H1 1.149 0.235 -6.272  0.084
H2 -0.212 -0.044 -8.325  0.110
H3 -2.632 0.441 -8.275  0.110
H4 -3.704 1.188 -6.175  0.113
H5 -2.346 1.444 -4.121  0.071
H6 1.014 2.624 -1.317  0.055
H7 1.129 5.072 -0.931  0.112
H8 0.645 6.632 -2.789  0.111
H9 0.045 5.751 -5.019  0.114
H10 -0.098 3.324 -5.395  0.116
H11 2.891 -1.327 -4.974  0.109
H12 4.556 -2.826 -6.057  0.116
H13 6.900 -2.091 -6.295  0.113
H14 7.603 0.124 -5.454  0.114
H15 5.948 1.611 -4.367  0.120
H16 2.826 1.861 -6.528  0.113
H17 2.977 3.950 -7.846  0.115
H18 3.596 6.066 -6.731  0.113
H19 4.064 6.106 -4.308  0.116
H20 3.917 4.004 -2.982  0.111
H21 6.077 2.093 -1.525  0.098
H22 7.788 2.787 0.134  0.108
H23 7.418 2.358 2.536  0.110
H24 5.337 1.249 3.299  0.107
H25 3.623 0.571 1.650  0.097
H26 1.986 -1.577 -1.648  0.072
H27 2.580 -3.871 -2.378  0.105
H28 4.957 -4.453 -2.769  0.111
H29 6.723 -2.761 -2.417  0.113
H30 6.129 -0.491 -1.657  0.112
C37 2.136 0.758 4.356  -0.112
C38 2.873 -0.415 4.455  -0.117
C39 2.529 -1.484 3.647  -0.070
C40 1.475 -1.369 2.730  -0.253
C41 0.723 -0.183 2.554  -0.173
C42 1.103 0.850 3.429  -0.170
C43 1.160 -2.574 1.915  -0.222
C44 1.390 -3.885 2.438  0.008
C45 1.127 -4.981 1.684  0.007
C46 0.619 -4.826 0.369  -0.159
C47 0.330 -5.912 -0.487  -0.029
C48 -0.171 -5.694 -1.741  -0.079
C49 -0.406 -4.375 -2.184  -0.076
C50 -0.137 -3.308 -1.372  -0.057
C51 0.387 -3.510 -0.072  -0.248
N5 0.650 -2.422 0.708  0.062
H31 2.371 1.599 4.999  0.096
H32 3.690 -0.503 5.161  0.098
H33 3.107 -2.399 3.720  0.099
H34 0.564 1.796 3.400  0.058
H35 1.749 -3.990 3.451  0.110
H36 1.290 -5.978 2.076  0.122
H37 0.513 -6.920 -0.133  0.116
H38 -0.389 -6.528 -2.394  0.104
H39 -0.807 -4.206 -3.176  0.109
H40 -0.321 -2.299 -1.730  0.079
Se1 -3.541 0.849 -1.466  0.654
Se2 -4.302 1.817 0.477  0.704
C52 -2.735 2.733 1.128  -0.646
C53 -2.998 3.791 1.995  -0.110
C54 -1.934 4.501 2.516  -0.048
C55 -0.646 4.144 2.143  -0.055
C56 -0.493 3.079 1.278  -0.176
N6 -1.511 2.370 0.778  -0.006
C57 -3.406 -0.977 -0.849  -0.670
C58 -4.136 -1.964 -1.494  -0.092
C59 -4.073 -3.255 -0.990  -0.049
C60 -3.316 -3.499 0.145  -0.044
C61 -2.615 -2.446 0.708  -0.132
N7 -2.637 -1.211 0.206  -0.010
H41 -4.018 4.052 2.242  0.101
H42 -2.108 5.325 3.195  0.116
H43 0.221 4.666 2.523  0.113
H44 0.506 2.760 0.993  0.092
H45 -4.754 -1.720 -2.347  0.102
H46 -4.628 -4.053 -1.466  0.115
H47 -3.258 -4.486 0.582  0.114
H48 -1.993 -2.587 1.584  0.118

Calculated values
**Charge**: +1
**Calculated total energy**: -8764.40991 Ha
**Kohn-Sham gap**: 6.6 eV
**E_LUMO**: -2.07 eV
**Relative energy (zero: lowest compared OMol25 entry of this formula, charge and spin)**: 0.0 kcal/mol
**M**: 1220.84 u



Record 2
Density functional theory data (the ωB97M-V functional and the def2-TZVPD basis) for a molecular structure, C61H53IrN4P2S3Se2 in a non-equilibrium geometry.

Last column: Löwdin charge in e.
Element x y z (Å)
Ir1 -1.019 -0.071 -1.107  0.624
N1 -0.794 -0.603 0.858  -0.456
S1 -0.318 -0.281 2.195  0.782
N2 1.201 -0.770 2.584  -0.346
S2 2.477 0.044 2.290  0.882
N3 2.659 0.773 0.947  -0.349
S3 2.285 0.170 -0.539  0.773
N4 0.968 0.470 -1.066  -0.446
C1 3.532 0.931 -1.541  -0.329
C2 3.495 0.584 -2.886  -0.060
C3 4.403 1.176 -3.748  -0.044
C4 5.312 2.114 -3.266  -0.049
C5 5.325 2.456 -1.921  -0.054
C6 4.431 1.860 -1.042  -0.062
C7 2.764 -1.546 -0.468  -0.310
C8 4.121 -1.861 -0.516  -0.061
C9 4.500 -3.189 -0.408  -0.050
C10 3.531 -4.175 -0.249  -0.051
C11 2.184 -3.840 -0.197  -0.047
C12 1.788 -2.516 -0.308  -0.072
C13 2.721 1.328 3.485  -0.317
C14 2.631 0.956 4.822  -0.058
C15 2.778 1.929 5.791  -0.045
C16 3.011 3.250 5.420  -0.044
C17 3.112 3.602 4.081  -0.046
C18 2.968 2.635 3.094  -0.055
C19 3.789 -1.090 2.633  -0.320
C20 3.527 -2.389 3.034  -0.053
C21 4.601 -3.225 3.305  -0.045
C22 5.900 -2.754 3.176  -0.041
C23 6.142 -1.441 2.780  -0.042
C24 5.083 -0.596 2.506  -0.058
C25 -0.392 1.443 2.645  -0.316
C26 -0.593 1.829 3.967  -0.054
C27 -0.655 3.183 4.260  -0.048
C28 -0.507 4.122 3.245  -0.047
C29 -0.295 3.718 1.932  -0.059
C30 -0.242 2.368 1.622  -0.100
C31 -1.262 -1.132 3.422  -0.322
C32 -2.613 -0.806 3.455  -0.056
C33 -3.446 -1.518 4.299  -0.044
C34 -2.930 -2.549 5.079  -0.047
C35 -1.579 -2.862 5.033  -0.051
C36 -0.729 -2.150 4.198  -0.053
H1 2.756 -0.124 -3.247  0.103
H2 4.394 0.912 -4.797  0.118
H3 6.006 2.587 -3.949  0.117
H4 6.029 3.193 -1.554  0.115
H5 4.417 2.111 0.011  0.093
H6 4.862 -1.080 -0.643  0.121
H7 5.550 -3.452 -0.453  0.119
H8 3.832 -5.212 -0.169  0.117
H9 1.436 -4.614 -0.078  0.117
H10 0.741 -2.235 -0.270  0.035
H11 2.446 -0.080 5.087  0.124
H12 2.712 1.661 6.838  0.120
H13 3.118 4.011 6.182  0.119
H14 3.301 4.629 3.797  0.119
H15 3.033 2.874 2.041  0.105
H16 2.503 -2.727 3.118  0.102
H17 4.419 -4.245 3.622  0.120
H18 6.733 -3.411 3.391  0.119
H19 7.157 -1.078 2.690  0.120
H20 5.248 0.431 2.198  0.122
H21 -0.710 1.083 4.744  0.124
H22 -0.826 3.504 5.280  0.119
H23 -0.561 5.178 3.481  0.118
H24 -0.177 4.455 1.145  0.114
H25 -0.091 2.026 0.604  0.063
H26 -2.999 -0.011 2.823  0.104
H27 -4.500 -1.276 4.343  0.115
H28 -3.590 -3.114 5.725  0.117
H29 -1.186 -3.666 5.642  0.116
H30 0.327 -2.374 4.139  0.092
Se1 -0.563 -0.391 -3.785  0.392
P1 -1.844 -2.116 -3.454  0.241
Se2 -2.048 -2.409 -1.308  0.423
C37 -1.171 -3.588 -4.250  -0.397
C38 -0.761 -3.494 -5.580  -0.093
C39 -0.197 -4.596 -6.201  -0.059
C40 -0.044 -5.786 -5.499  -0.059
C41 -0.460 -5.881 -4.179  -0.063
C42 -1.027 -4.781 -3.549  -0.102
C43 -3.476 -1.788 -4.178  -0.425
C44 -4.639 -2.124 -3.486  -0.128
C45 -5.879 -1.796 -4.021  -0.065
C46 -5.959 -1.145 -5.244  -0.056
C47 -4.799 -0.825 -5.940  -0.057
C48 -3.558 -1.141 -5.410  -0.117
H31 -0.880 -2.563 -6.122  0.096
H32 0.131 -4.524 -7.230  0.114
H33 0.405 -6.644 -5.985  0.114
H34 -0.339 -6.808 -3.634  0.112
H35 -1.364 -4.853 -2.522  0.065
H36 -4.572 -2.633 -2.534  0.064
H37 -6.780 -2.050 -3.476  0.113
H38 -6.926 -0.881 -5.652  0.115
H39 -4.862 -0.321 -6.897  0.116
H40 -2.655 -0.868 -5.942  0.088
C49 -3.676 1.286 -3.010  -0.218
P2 -2.648 1.465 -1.532  0.813
C50 -3.830 1.560 -0.167  -0.346
C51 -3.527 2.323 0.960  -0.093
C52 -4.380 2.322 2.054  -0.071
C53 -5.534 1.548 2.036  -0.069
C54 -5.841 0.788 0.914  -0.059
C55 -4.990 0.788 -0.182  -0.070
C56 -1.966 3.134 -1.692  -0.354
C57 -0.602 3.310 -1.922  -0.108
C58 -0.082 4.593 -2.051  -0.069
C59 -0.920 5.694 -1.948  -0.066
C60 -2.284 5.519 -1.739  -0.058
C61 -2.810 4.243 -1.613  -0.078
H41 -4.447 2.058 -2.999  0.074
H42 -4.137 0.300 -3.038  0.019
H43 -3.047 1.404 -3.890  0.039
H44 -2.634 2.929 0.973  0.083
H45 -4.146 2.929 2.921  0.113
H46 -6.193 1.534 2.895  0.113
H47 -6.747 0.195 0.894  0.113
H48 -5.238 0.186 -1.049  0.102
H49 0.047 2.447 -1.996  0.048
H50 0.976 4.733 -2.233  0.110
H51 -0.513 6.694 -2.028  0.112
H52 -2.937 6.380 -1.675  0.114
H53 -3.872 4.108 -1.443  0.116

Calculated values
**Charge**: +2
**Calculated total energy**: -9359.19093 Ha
**Kohn-Sham gap**: 6.7 eV
**E_LUMO**: -5.36 eV
**Relative energy (zero: lowest compared OMol25 entry of this formula, charge and spin)**: 14.5 kcal/mol
**M**: 1350.41 u